Formula: C25H68O9
Source: the Open Molecules 2025 dataset
Level of theory: the ωB97M-V functional and the def2-TZVPD basis

Computed properties:
Electronic energy, Eh: -1670.377034
SMILES: CC(C)O.CC(C)O.CC(C)O.CC(C)O.CC(C)O.CC(C)O.CC(C)O.CC(C)O.CO
Gap between HOMO and LUMO, eV: 9.93
Molecular weight, g mol⁻¹: 512.81
ΔE to the lowest compared entry with this formula, charge and spin, kcal per mole: 43.8
Max |F|, eV Å⁻¹: 2.82

```
! RIJCOSX wB97M-V def2-TZVPD def2/J DEFGRID3
* xyz 0 1
C 10.475 9.064 12.534
C 11.210 7.787 12.210
C 12.753 7.828 12.405
O 10.753 6.806 13.072
H 9.421 8.961 12.422
H 10.833 9.959 11.916
H 10.687 9.253 13.580
H 10.914 7.547 11.175
H 13.183 8.597 11.766
H 13.250 6.872 12.144
H 12.947 8.043 13.470
H 9.835 6.570 12.834
C 12.364 10.896 7.470
C 12.376 9.385 7.478
C 11.244 8.683 8.273
O 12.318 8.925 6.125
H 13.217 11.301 6.938
H 12.410 11.322 8.473
H 11.458 11.254 6.983
H 13.310 8.977 7.885
H 11.380 8.918 9.312
H 11.162 7.574 7.986
H 10.253 9.129 8.025
H 11.417 8.655 5.947
C 6.956 12.496 6.169
C 7.260 11.319 7.076
C 8.125 11.857 8.244
O 6.018 10.851 7.647
H 6.473 13.304 6.774
H 6.214 12.187 5.434
H 7.828 12.952 5.660
H 7.752 10.529 6.583
H 8.189 11.299 9.179
H 7.699 12.850 8.478
H 9.155 12.028 7.814
H 5.388 10.978 6.922
C 7.569 11.233 13.219
C 7.939 10.755 14.603
C 9.075 11.613 15.260
O 6.786 10.943 15.379
H 6.727 10.698 12.744
H 8.434 11.384 12.518
H 7.226 12.271 13.406
H 8.311 9.686 14.663
H 8.642 12.572 15.538
H 9.929 11.740 14.568
H 9.478 11.207 16.176
H 7.026 10.698 16.292
C 12.951 13.026 16.268
C 13.223 13.102 14.807
C 14.713 13.086 14.505
O 12.596 12.024 14.024
H 13.298 13.952 16.727
H 13.539 12.235 16.775
H 11.877 13.058 16.539
H 12.795 14.024 14.392
H 15.252 12.199 14.855
H 15.233 13.966 14.966
H 14.849 13.178 13.462
H 12.807 11.214 14.536
C 10.636 14.015 12.131
C 11.723 13.827 11.079
C 12.817 14.929 11.177
O 12.337 12.570 11.237
H 11.096 13.910 13.108
H 9.877 13.183 12.067
H 10.145 15.011 11.958
H 11.218 13.823 10.140
H 12.494 16.008 11.203
H 13.463 14.869 10.312
H 13.497 14.805 11.990
H 12.566 12.513 12.211
C 15.565 12.733 10.287
C 15.473 11.235 10.459
C 15.993 10.730 11.763
O 14.152 10.789 10.352
H 14.822 13.108 9.557
H 16.553 13.045 10.000
H 15.258 13.204 11.243
H 16.037 10.750 9.638
H 17.071 10.897 11.916
H 15.792 9.630 11.890
H 15.435 11.254 12.528
H 13.552 11.550 10.569
C 9.111 15.600 9.259
C 9.683 15.868 7.862
C 10.944 15.109 7.518
O 8.640 15.579 6.949
H 9.115 14.574 9.450
H 8.096 15.925 9.269
H 9.689 16.120 9.997
H 9.843 16.942 7.736
H 11.415 15.348 6.539
H 10.753 14.039 7.501
H 11.730 15.372 8.210
H 8.767 16.128 6.198
C 13.930 18.479 9.868
O 12.569 18.072 9.657
H 14.463 18.821 8.949
H 14.010 19.164 10.705
H 14.432 17.548 10.143
H 11.956 18.835 9.662
*
```

---

Formula: C20H18FO
Source: the Open Molecules 2025 dataset
Level of theory: the ωB97M-V functional and the def2-TZVPD basis

Computed properties:
Electronic energy, Eh: -947.737995
Gap between HOMO and LUMO, eV: 6.71
Molecular weight, g mol⁻¹: 293.36
ΔE to the lowest compared entry with this formula, charge and spin, kcal per mole: 0.0
Max |F|, eV Å⁻¹: 2.91

```
! RIJCOSX wB97M-V def2-TZVPD def2/J DEFGRID3
* xyz 1 1
C 5.585 -0.076 0.709
O 4.596 0.984 0.748
C 3.290 0.665 0.597
C 2.327 1.701 0.779
C 1.001 1.439 0.761
C 0.414 0.070 0.515
C 1.495 -0.914 0.188
C 2.826 -0.649 0.299
H 6.530 0.451 0.827
H 5.439 -0.782 1.536
H 5.560 -0.604 -0.253
H 2.684 2.718 0.957
H 0.295 2.264 0.899
H -0.075 -0.282 1.451
H 1.180 -1.913 -0.117
H 3.554 -1.453 0.146
F -3.020 -4.025 0.659
C -2.303 -3.308 -0.269
C -1.758 -3.980 -1.355
C -1.022 -3.233 -2.284
C -0.754 -1.885 -2.043
C -1.238 -1.260 -0.883
C -0.682 0.125 -0.528
C -1.716 1.191 -0.115
C -1.775 2.379 -0.860
C -2.481 3.479 -0.369
C -3.196 3.363 0.829
C -3.210 2.149 1.523
C -2.414 1.080 1.087
C -2.106 -1.945 -0.036
H -1.915 -5.052 -1.473
H -0.624 -3.705 -3.184
H -0.129 -1.312 -2.735
H -0.240 0.492 -1.460
H -1.211 2.448 -1.794
H -2.460 4.419 -0.926
H -3.753 4.216 1.220
H -3.814 2.019 2.424
H -2.304 0.189 1.707
H -2.575 -1.463 0.819
*
```

---

Formula: C30H37Ge2NNaO5
Source: the Open Molecules 2025 dataset
Level of theory: the ωB97M-V functional and the def2-TZVPD basis

Computed properties:
Electronic energy, Eh: -5912.486765
Gap between HOMO and LUMO, eV: 7.85
Molecular weight, g mol⁻¹: 659.84
ΔE to the lowest compared entry with this formula, charge and spin, kcal per mole: 17.3
Max |F|, eV Å⁻¹: 1.90

```
! RIJCOSX wB97M-V def2-TZVPD def2/J DEFGRID3
* xyz -1 1
Na 0.249 1.948 -0.280
C 2.917 1.282 -2.868
C 3.403 1.741 -1.490
Ge 2.790 0.619 0.001
C 3.499 1.331 1.683
C 2.716 0.884 2.920
C 3.782 -1.074 -0.233
C 2.951 -2.113 -0.027
Ge 1.127 -1.292 0.117
C 0.280 -1.813 1.794
C 0.308 -3.335 2.004
C 0.081 -1.954 -1.385
C 0.635 -1.572 -2.758
C 3.393 -3.539 0.015
C 4.653 -3.887 0.510
C 5.082 -5.207 0.536
C 4.256 -6.222 0.066
C 2.996 -5.898 -0.421
C 2.571 -4.575 -0.438
H 3.404 1.840 -3.675
H 1.842 1.445 -2.974
H 3.113 0.220 -3.036
H 3.143 2.782 -1.311
H 4.493 1.647 -1.420
H 3.509 2.419 1.602
H 4.533 0.978 1.729
H 1.687 1.256 2.889
H 3.172 1.249 3.845
H 2.668 -0.207 2.988
H 4.852 -1.218 -0.430
H -0.743 -1.439 1.743
H 0.782 -1.299 2.615
H -0.255 -3.855 1.223
H -0.143 -3.612 2.962
H 1.324 -3.734 1.993
H -0.936 -1.593 -1.236
H 0.055 -3.043 -1.277
H 0.589 -0.493 -2.915
H 0.065 -2.043 -3.565
H 1.681 -1.869 -2.874
H 5.295 -3.103 0.896
H 6.062 -5.447 0.930
H 4.587 -7.253 0.088
H 2.338 -6.679 -0.784
H 1.585 -4.333 -0.812
O -1.654 2.829 0.031
C -2.760 1.907 0.115
C -2.147 0.465 0.117
O -2.947 -0.473 0.076
O -0.883 0.423 0.150
C -3.557 2.189 1.393
C -3.901 3.508 1.685
C -4.617 3.832 2.827
C -5.007 2.830 3.709
C -4.671 1.515 3.429
C -3.955 1.193 2.280
C -3.606 2.046 -1.152
C -2.949 2.051 -2.385
C -3.659 2.172 -3.567
C -5.046 2.290 -3.537
C -5.705 2.280 -2.318
C -4.988 2.159 -1.131
H -1.977 3.688 -0.262
H -3.609 4.306 1.011
H -4.870 4.866 3.029
H -5.564 3.077 4.606
H -4.967 0.724 4.109
H -3.717 0.162 2.056
H -1.868 1.966 -2.411
H -3.132 2.173 -4.514
H -5.605 2.388 -4.460
H -6.785 2.365 -2.283
H -5.515 2.139 -0.185
O 0.684 3.563 -1.452
N 1.079 4.107 -0.394
O 1.512 3.320 0.489
*
```

---

Formula: C6H18BrN6O14P
Source: the Open Molecules 2025 dataset
Level of theory: the ωB97M-V functional and the def2-TZVPD basis

Computed properties:
Electronic energy, Eh: -4536.204306
SMILES: NOC(=O)OP(O)Br.C[N+](=O)[O-].C[N+](=O)[O-].C[N+](=O)[O-].C[N+](=O)[O-].C[N+](=O)[O-]
Gap between HOMO and LUMO, eV: 9.45
Molecular weight, g mol⁻¹: 509.12
ΔE to the lowest compared entry with this formula, charge and spin, kcal per mole: 0.0
Max |F|, eV Å⁻¹: 1.66

```
! RIJCOSX wB97M-V def2-TZVPD def2/J DEFGRID3
* xyz 0 1
N 0.184 1.082 -1.615
O 0.014 2.516 -1.766
C -0.819 2.860 -2.779
O -0.430 3.047 -3.894
O -2.113 3.144 -2.449
P -2.862 2.138 -1.357
O -3.937 1.397 -2.301
Br -4.237 3.594 -0.386
H -0.189 0.604 -2.423
H -0.400 0.837 -0.831
H -3.848 0.462 -2.110
C -7.285 -0.275 1.106
N -6.377 0.815 0.658
O -5.186 0.666 0.831
O -6.896 1.785 0.160
H -6.686 -1.067 1.537
H -7.956 0.155 1.842
H -7.834 -0.625 0.238
C 3.416 -1.585 -0.403
N 2.098 -1.634 -1.089
O 2.040 -1.239 -2.227
O 1.156 -2.056 -0.453
H 4.143 -1.186 -1.091
H 3.302 -0.944 0.465
H 3.674 -2.597 -0.110
C 6.851 0.996 -0.436
N 7.142 -0.362 0.101
O 6.212 -1.123 0.252
O 8.295 -0.619 0.347
H 5.785 1.077 -0.609
H 7.186 1.715 0.305
H 7.409 1.105 -1.359
C 7.385 -4.542 -0.881
N 5.933 -4.276 -1.064
O 5.607 -3.453 -1.887
O 5.169 -4.896 -0.362
H 7.937 -3.914 -1.568
H 7.628 -4.306 0.150
H 7.550 -5.594 -1.087
C -6.779 2.943 4.047
N -7.288 1.547 4.127
O -6.574 0.706 4.615
O -8.398 1.342 3.681
H -5.786 2.968 4.475
H -6.765 3.223 2.998
H -7.467 3.570 4.604
*
```